C2H2Cl2N2S | the ωB97M-V functional and the def2-TZVPD basis

Output
**Net charge**: 0
**HOMO level**: -8.6 eV
**Calculated total energy**: -1505.3485 Ha
**Multiplicity**: 1
**Energy above the lowest of the compared OMol25 structures with the same formula, charge and spin**: 247.1 kJ/mol
**Strongest force on any atom**: 3.3 eV Å⁻¹

Geometry as XYZ:
```
9
Properties=species:S:1:pos:R:3:forces:R:3
C 0.5571 1.0393 0.1001 1.35 2.28 -0.63
C -0.7490 0.5023 -0.0705 -2.43 -1.01 1.19
N 1.2446 -1.2434 0.1152 2.06 -2.53 -0.56
N -1.0202 -0.7566 -0.0420 0.32 0.34 -0.09
S 1.9004 0.1283 -0.0135 -0.94 0.45 0.07
Cl -2.0272 1.7274 0.0325 0.03 0.04 -0.25
Cl -2.5279 -1.5555 0.0082 0.17 1.33 -0.27
H 0.7668 2.1338 0.1368 -0.65 -1.05 0.04
H 1.8553 -1.9756 -0.2668 0.11 0.15 0.49
```
Positions in Å, forces in eV/Å.


C2H2Cl2O | the ωB97M-V functional and the def2-TZVPD basis

Output
**Net charge**: 0
**HOMO level (alpha / beta)**: -8.9 / -8.9 eV
**Calculated total energy**: -1072.9199 Ha
**Multiplicity**: 1
**Energy above the lowest of the compared OMol25 structures with the same formula, charge and spin**: 274.8 kJ/mol
**Strongest force on any atom**: 3.4 eV Å⁻¹

Geometry as XYZ:
```
7
Properties=species:S:1:pos:R:3:forces:R:3
C 0.1865 -1.1945 -0.7525 -0.48 2.02 0.38
C 0.3816 1.0616 -0.7434 0.26 -3.18 -1.04
O -0.4013 -1.7492 -1.5946 0.66 0.91 0.64
Cl 0.1147 1.0064 -2.4455 0.22 0.70 -1.50
Cl 1.9264 1.6963 -0.2355 0.09 -0.40 0.04
H 0.7322 -1.5612 0.1112 0.30 -0.28 0.24
H -0.3702 1.7160 -0.4148 -1.05 0.24 1.25
```
Positions in Å, forces in eV/Å.


C2H2Cl2O2 | the ωB97M-V functional and the def2-TZVPD basis

Output
**Net charge**: 0
**HOMO level**: -10.4 eV
**Calculated total energy**: -1148.2317 Ha
**Multiplicity**: 1
**Energy above the lowest of the compared OMol25 structures with the same formula, charge and spin**: 195.9 kJ/mol
**Strongest force on any atom**: 5.6 eV Å⁻¹

Geometry as XYZ:
```
8
Properties=species:S:1:pos:R:3:forces:R:3
C 0.8925 -0.0182 -0.6591 -4.79 -0.80 2.86
C -0.4127 0.3398 0.4273 2.45 -0.35 -0.67
O 0.7413 -1.1079 -1.0664 0.36 -2.39 -1.19
O -0.9146 -0.8552 0.8645 0.74 -0.36 -1.73
Cl -1.5617 1.3223 -0.4897 -0.27 0.01 -0.20
Cl 0.2376 1.3441 1.7649 -0.22 -0.49 -0.15
H 1.6807 0.5408 -0.9866 2.07 2.55 -0.41
H -0.6632 -1.5657 0.1452 -0.35 1.84 1.49
```
Positions in Å, forces in eV/Å.


C2H2Cl2OS | the ωB97M-V functional and the def2-TZVPD basis

Output
**Net charge**: 0
**HOMO level**: -8.6 eV
**Calculated total energy**: -1471.0816 Ha
**Multiplicity**: 1
**Energy above the lowest of the compared OMol25 structures with the same formula, charge and spin**: 347.2 kJ/mol
**Strongest force on any atom**: 0.7 eV Å⁻¹

Geometry as XYZ:
```
8
Properties=species:S:1:pos:R:3:forces:R:3
C -2.0309 0.1107 0.7559 0.05 0.64 0.34
C 1.7994 0.0706 -0.1842 -0.27 0.63 -0.22
O -1.6056 -0.0616 -0.4570 -0.10 -0.45 -0.31
S 1.2696 1.3164 -1.0602 0.34 -0.31 0.27
Cl 2.6925 0.2556 1.2748 0.00 -0.09 -0.10
Cl 1.5108 -1.5662 -0.5835 0.04 -0.13 0.04
H -2.3560 -0.8947 1.1103 0.11 -0.06 -0.41
H -1.2798 0.7690 -0.8561 -0.16 -0.22 0.39
```
Positions in Å, forces in eV/Å.


C2H2Cl2S | the ωB97M-V functional and the def2-TZVPD basis

Output
**Net charge**: 0
**HOMO level**: -9.5 eV
**Calculated total energy**: -1395.8938 Ha
**Multiplicity**: 1
**Energy above the lowest of the compared OMol25 structures with the same formula, charge and spin**: 162.9 kJ/mol
**Strongest force on any atom**: 5.2 eV Å⁻¹

Geometry as XYZ:
```
7
Properties=species:S:1:pos:R:3:forces:R:3
C 0.5536 0.0601 0.0630 0.30 0.01 0.23
C -0.8693 -0.4005 0.1735 -1.42 0.38 -4.96
H 0.8101 -0.2170 1.0752 1.23 0.75 0.45
H -1.0340 0.1615 1.0688 -2.05 -0.45 0.94
S -1.8783 -0.9541 -1.0943 2.24 0.87 3.39
Cl 1.7921 -0.4633 -0.9814 0.75 -2.18 -1.18
Cl 0.6258 1.8133 -0.3047 -1.05 0.63 1.12
```
Positions in Å, forces in eV/Å.


C2H2Cl3NSi | the ωB97M-V functional and the def2-TZVPD basis

Output
**Net charge**: 0
**HOMO level (alpha / beta)**: -11.8 / -10.3 eV
**Calculated total energy**: -1802.2098 Ha
**Multiplicity**: 1
**Energy above the lowest of the compared OMol25 structures with the same formula, charge and spin**: 464.5 kJ/mol
**Strongest force on any atom**: 3.1 eV Å⁻¹

Geometry as XYZ:
```
9
Properties=species:S:1:pos:R:3:forces:R:3
C 0.1168 -2.2305 0.0552 1.07 2.91 -0.17
C 1.2044 0.7325 -0.0725 -0.96 -1.14 0.01
N -0.1845 -3.3252 0.1384 -0.62 -2.28 0.17
Si -0.6563 0.7817 0.0035 0.51 0.33 -0.02
Cl -1.1715 2.7498 -0.1330 -0.01 0.13 0.00
Cl -1.5145 -0.1665 -1.5580 -0.10 -0.05 -0.20
Cl -1.3430 0.0844 1.7666 -0.07 -0.06 0.20
H 1.7298 0.6706 -1.0110 0.08 0.07 -0.22
H 1.8188 0.7032 0.8109 0.09 0.09 0.24
```
Positions in Å, forces in eV/Å.


C2H2Cl6 | the ωB97M-V functional and the def2-TZVPD basis

Output
**Net charge**: 0
**HOMO level**: -11.0 eV
**Calculated total energy**: -2838.5442 Ha
**Multiplicity**: 1
**Energy above the lowest of the compared OMol25 structures with the same formula, charge and spin**: 10.7 kJ/mol
**Strongest force on any atom**: 0.8 eV Å⁻¹

Geometry as XYZ:
```
10
Properties=species:S:1:pos:R:3:forces:R:3
C -21.3969 18.6158 -7.1685 0.21 -0.71 0.21
Cl -22.2220 18.0229 -8.6125 0.09 0.18 0.07
Cl -21.3186 17.3222 -5.9503 -0.01 -0.05 -0.01
Cl -22.1618 20.0194 -6.4920 -0.25 0.47 0.03
H -20.3654 18.8512 -7.3946 -0.10 0.11 -0.29
C -18.8578 19.8056 -11.0407 0.31 -0.02 -0.02
Cl -18.7796 18.6518 -9.6969 0.29 0.26 0.11
Cl -17.8518 21.2563 -10.8401 -0.14 -0.27 0.31
Cl -20.5275 20.2480 -11.3282 -0.02 0.01 -0.20
H -18.4144 19.2826 -11.8773 -0.38 0.02 -0.21
```
Positions in Å, forces in eV/Å.


C2H2ClF | the ωB97M-V functional and the def2-TZVPD basis

Output
**Net charge**: 0
**HOMO level**: -9.5 eV
**Calculated total energy**: -637.4083 Ha
**Multiplicity**: 1
**Energy above the lowest of the compared OMol25 structures with the same formula, charge and spin**: 72.1 kJ/mol
**Strongest force on any atom**: 5.0 eV Å⁻¹

Geometry as XYZ:
```
6
Properties=species:S:1:pos:R:3:forces:R:3
C -0.5343 0.3480 0.0228 3.39 0.04 0.40
C 0.6383 -0.3759 0.0473 -4.76 1.25 -0.78
H -0.3258 1.3897 0.1615 -0.51 0.73 -0.43
H 0.5927 -1.3973 0.0729 0.27 -2.64 0.01
F 1.8330 0.0991 -0.1850 0.79 1.06 0.47
Cl -2.2041 -0.0636 -0.1196 0.82 -0.45 0.34
```
Positions in Å, forces in eV/Å.


C2H2ClF2I | the ωB97M-V functional and the def2-TZVPD basis

Output
**Net charge**: 0
**HOMO level**: -10.4 eV
**Calculated total energy**: -1034.9562 Ha
**Multiplicity**: 1
**Energy above the lowest of the compared OMol25 structures with the same formula, charge and spin**: 153.7 kJ/mol
**Strongest force on any atom**: 6.1 eV Å⁻¹

Geometry as XYZ:
```
8
Properties=species:S:1:pos:R:3:forces:R:3
C 0.6612 0.3842 -0.0704 3.85 -3.82 2.85
C -0.6464 -0.2701 0.2041 -0.16 -1.00 -2.36
F 1.9048 -0.7662 -0.2960 -3.36 2.80 0.14
F -0.7881 -0.6819 1.4444 -0.05 -0.14 0.67
Cl -0.8257 -1.7141 -0.9396 0.05 0.90 0.87
I -2.1721 1.1585 -0.3668 0.10 -0.05 0.38
H 0.7102 1.1009 -0.7842 0.15 1.30 -2.89
H 1.1561 0.7889 0.8085 -0.58 0.01 0.35
```
Positions in Å, forces in eV/Å.


C2H2ClF3S | the ωB97M-V functional and the def2-TZVPD basis

Output
**Net charge**: 0
**HOMO level (alpha / beta)**: -9.3 / -7.4 eV
**Calculated total energy**: -1235.2212 Ha
**Multiplicity**: 1
**Energy above the lowest of the compared OMol25 structures with the same formula, charge and spin**: 387.0 kJ/mol
**Strongest force on any atom**: 2.9 eV Å⁻¹

Geometry as XYZ:
```
9
Properties=species:S:1:pos:R:3:forces:R:3
C -1.5837 -0.3366 -0.5405 0.72 1.26 -2.52
C 1.7064 -0.0761 0.0401 -0.01 -1.07 -0.25
F -1.5660 -1.3726 0.2282 -0.07 -2.00 1.69
F 2.2354 -0.7375 1.0826 -0.40 1.35 -0.31
F 2.2882 -0.6009 -1.0536 -0.39 1.13 0.45
S -1.6010 1.2233 0.1741 -1.02 -0.23 1.56
Cl 1.4470 1.6648 0.1048 1.46 -1.32 0.04
H -1.0107 -0.4849 -1.4777 -0.48 0.27 0.52
H -1.9157 0.7205 1.4419 0.20 0.61 -1.18
```
Positions in Å, forces in eV/Å.


C2H2ClFO2 | the ωB97M-V functional and the def2-TZVPD basis

Output
**Net charge**: 0
**HOMO level**: -11.6 eV
**Calculated total energy**: -787.9355 Ha
**Multiplicity**: 1
**Energy above the lowest of the compared OMol25 structures with the same formula, charge and spin**: 52.0 kJ/mol
**Strongest force on any atom**: 3.9 eV Å⁻¹

Geometry as XYZ:
```
8
Properties=species:S:1:pos:R:3:forces:R:3
C 0.5745 0.6661 0.1462 -1.77 2.82 1.36
C -0.2074 -0.5231 -0.2519 1.49 -2.18 -2.81
O -0.0520 1.6575 0.5092 2.00 -1.57 -0.55
O -1.4986 -0.3832 0.0496 -0.25 -0.67 -0.45
F 0.3552 -1.6623 0.3287 -0.28 0.26 0.21
Cl 2.2555 0.5117 0.0127 0.61 0.30 0.01
H 0.0650 -0.6708 -1.3829 -1.08 0.19 1.60
H -1.4921 0.4042 0.5884 -0.74 0.86 0.62
```
Positions in Å, forces in eV/Å.


C2H2ClIO | the ωB97M-V functional and the def2-TZVPD basis

Output
**Net charge**: 0
**HOMO level**: -9.7 eV
**Calculated total energy**: -910.4888 Ha
**Multiplicity**: 1
**Energy above the lowest of the compared OMol25 structures with the same formula, charge and spin**: 61.2 kJ/mol
**Strongest force on any atom**: 3.6 eV Å⁻¹

Geometry as XYZ:
```
7
Properties=species:S:1:pos:R:3:forces:R:3
C -1.1830 0.0474 -0.2680 2.47 0.92 2.42
C -0.1185 0.6279 1.0729 -2.57 -0.60 -2.24
O -2.2826 -0.3209 -0.0908 -0.18 -0.05 0.01
Cl -0.9434 0.2972 2.5714 0.22 0.03 0.04
I -0.0078 2.7184 0.5798 0.16 -0.26 0.13
H -0.6271 0.1450 -1.2069 -0.16 -0.01 -0.34
H 0.8708 0.1934 1.0413 0.07 -0.02 -0.03
```
Positions in Å, forces in eV/Å.


C2H2ClN | the ωB97M-V functional and the def2-TZVPD basis

Output
**Net charge**: 0
**HOMO level (alpha / beta)**: -9.0 / -9.0 eV
**Calculated total energy**: -592.1415 Ha
**Multiplicity**: 1
**Energy above the lowest of the compared OMol25 structures with the same formula, charge and spin**: 491.2 kJ/mol
**Strongest force on any atom**: 4.1 eV Å⁻¹

Geometry as XYZ:
```
6
Properties=species:S:1:pos:R:3:forces:R:3
C -2.0270 -0.4964 -0.0226 0.25 2.86 -2.86
C 0.8944 0.5220 -0.2578 -3.25 -0.18 -0.58
N -1.8421 -1.2787 0.7823 0.83 -2.58 2.75
Cl 2.2170 0.0708 0.4263 2.33 -0.84 0.77
H 0.0581 0.7238 0.3942 -0.48 0.60 0.04
H 0.6996 0.4585 -1.3224 0.33 0.16 -0.12
```
Positions in Å, forces in eV/Å.


C2H2ClN3O | the ωB97M-V functional and the def2-TZVPD basis

Output
**Net charge**: 0
**HOMO level (alpha / beta)**: -9.5 / -9.3 eV
**Calculated total energy**: -776.9301 Ha
**Multiplicity**: 1
**Energy above the lowest of the compared OMol25 structures with the same formula, charge and spin**: 415.2 kJ/mol
**Strongest force on any atom**: 3.3 eV Å⁻¹

Geometry as XYZ:
```
9
Properties=species:S:1:pos:R:3:forces:R:3
C -0.5330 0.9974 0.3674 0.51 0.61 -0.63
C 0.5882 0.0220 0.9908 -1.88 2.60 -0.57
N -0.8343 0.7172 -0.8328 -0.37 0.71 -0.30
N -0.5103 -0.3480 -1.3960 0.33 -1.63 1.61
N 0.9614 -0.8596 0.0175 -0.52 1.60 -1.49
O 0.9479 0.2599 2.1146 0.40 -0.89 -0.03
Cl 0.6840 -2.4028 0.4204 0.02 -2.23 0.59
H -1.0094 1.9468 0.7088 0.72 -1.22 0.69
H -0.2946 -0.3329 -2.3907 0.79 0.45 0.13
```
Positions in Å, forces in eV/Å.


C2H2ClNO | the ωB97M-V functional and the def2-TZVPD basis

Output
**Net charge**: 0
**HOMO level (alpha / beta)**: -9.8 / -9.0 eV
**Calculated total energy**: -667.3851 Ha
**Multiplicity**: 1
**Energy above the lowest of the compared OMol25 structures with the same formula, charge and spin**: 472.9 kJ/mol
**Strongest force on any atom**: 2.3 eV Å⁻¹

Geometry as XYZ:
```
7
Properties=species:S:1:pos:R:3:forces:R:3
C -0.0633 1.4111 0.0404 0.27 -0.60 0.32
C 0.2445 0.1674 -0.0157 2.02 0.01 -0.18
N -0.5518 -0.9750 -0.0827 1.77 -0.37 -0.17
O -1.7712 -0.7858 0.0297 -1.74 -0.31 0.08
Cl 2.2251 -0.3189 -0.0754 -2.25 0.35 0.06
H 0.0839 2.4368 0.3157 0.04 -0.16 -0.23
H -0.1673 -1.9355 -0.2119 -0.10 1.08 0.12
```
Positions in Å, forces in eV/Å.


C2H2ClNO2 | the ωB97M-V functional and the def2-TZVPD basis

Output
**Net charge**: 0
**HOMO level**: -10.4 eV
**Calculated total energy**: -742.6917 Ha
**Multiplicity**: 1
**Energy above the lowest of the compared OMol25 structures with the same formula, charge and spin**: 380.3 kJ/mol
**Strongest force on any atom**: 3.9 eV Å⁻¹

Geometry as XYZ:
```
8
Properties=species:S:1:pos:R:3:forces:R:3
C 0.2772 -1.2958 -0.1700 -1.95 -3.10 -0.43
C -0.0986 1.0803 0.4525 -1.33 0.81 -1.56
N -0.4191 1.7740 -0.4078 0.46 -1.26 0.69
O 1.3483 -1.0913 -0.5838 0.63 0.90 -0.80
O -0.7572 2.2601 -1.4035 -0.97 1.74 -2.33
Cl 0.0325 -2.0054 1.4199 0.11 0.01 1.52
H 0.3471 0.8999 1.3144 1.66 -0.71 3.41
H -0.7303 -1.6218 -0.6218 1.38 1.62 -0.49
```
Positions in Å, forces in eV/Å.


C2H2ClNO2 | the ωB97M-V functional and the def2-TZVPD basis

Output
**Net charge**: 0
**HOMO level (alpha / beta)**: -10.0 / -10.0 eV
**Calculated total energy**: -742.6381 Ha
**Multiplicity**: 1
**Energy above the lowest of the compared OMol25 structures with the same formula, charge and spin**: 521.0 kJ/mol
**Strongest force on any atom**: 3.2 eV Å⁻¹

Geometry as XYZ:
```
8
Properties=species:S:1:pos:R:3:forces:R:3
C 1.5674 -0.6687 0.1584 -2.41 -0.89 -1.56
C 0.0432 -0.3159 0.1026 -0.34 1.04 2.05
N 1.8172 -1.8581 -0.1424 -2.63 -1.49 0.68
O -0.5679 -1.5603 0.4867 0.61 2.08 0.40
O 0.1880 -2.4874 -0.1878 3.14 0.37 -0.62
Cl 2.7539 0.4850 0.0565 0.93 1.13 0.32
H -0.2451 0.5885 0.7829 0.38 -2.04 -0.75
H -0.2552 -0.0087 -0.8931 0.32 -0.20 -0.52
```
Positions in Å, forces in eV/Å.


C2H2ClNO2 | the ωB97M-V functional and the def2-TZVPD basis

Output
**Net charge**: 0
**HOMO level**: -10.4 eV
**Calculated total energy**: -742.7509 Ha
**Multiplicity**: 1
**Energy above the lowest of the compared OMol25 structures with the same formula, charge and spin**: 224.8 kJ/mol
**Strongest force on any atom**: 6.8 eV Å⁻¹

Geometry as XYZ:
```
8
Properties=species:S:1:pos:R:3:forces:R:3
C -0.1607 1.1436 -0.1854 0.42 -0.71 -0.09
C 0.5611 -0.8473 0.5383 -0.04 -1.57 6.61
N -1.0404 0.6510 -0.9090 -1.47 1.13 -2.52
O 0.4567 0.5045 0.7923 0.05 -0.01 1.40
O 0.4546 -1.6609 1.4338 0.06 1.58 -2.05
Cl -1.5728 -0.9407 -0.8815 -0.41 -0.19 0.40
H 0.2541 2.0848 -0.4614 -0.17 0.96 0.24
H 1.0474 -0.9350 -0.3271 1.55 -1.18 -4.00
```
Positions in Å, forces in eV/Å.


C2H2ClO2P | the ωB97M-V functional and the def2-TZVPD basis

Output
**Net charge**: 0
**HOMO level (alpha / beta)**: -7.2 / -10.0 eV
**Calculated total energy**: -1029.3022 Ha
**Multiplicity**: 3
**Energy above the lowest of the compared OMol25 structures with the same formula, charge and spin**: 76.3 kJ/mol
**Strongest force on any atom**: 3.8 eV Å⁻¹

Geometry as XYZ:
```
8
Properties=species:S:1:pos:R:3:forces:R:3
C 0.6059 -0.9509 -0.0436 -0.14 0.48 0.65
C 1.2059 0.2697 -0.0422 0.59 -1.55 0.18
O -0.5103 -1.2063 0.7168 1.20 -0.05 -1.38
O -2.4057 -0.0372 2.1107 -0.99 1.09 3.28
P -2.0729 -0.4075 0.7559 1.43 -1.17 -3.32
Cl 1.3128 -2.3733 -0.8690 -0.81 1.25 0.75
H 2.2391 0.4858 -0.3007 -0.29 -0.61 -0.70
H 0.7843 1.0858 0.4762 -1.00 0.57 0.53
```
Positions in Å, forces in eV/Å.


C2H2ClOP | the ωB97M-V functional and the def2-TZVPD basis

Output
**Net charge**: 0
**HOMO level (alpha / beta)**: -7.9 / -8.6 eV
**Calculated total energy**: -954.1067 Ha
**Multiplicity**: 1
**Energy above the lowest of the compared OMol25 structures with the same formula, charge and spin**: 106.9 kJ/mol
**Strongest force on any atom**: 3.7 eV Å⁻¹

Geometry as XYZ:
```
7
Properties=species:S:1:pos:R:3:forces:R:3
C 0.8833 1.0665 -0.1911 0.88 -0.20 -0.31
C 0.5392 -0.3152 0.1029 -0.97 -3.56 0.22
O 0.2033 2.0011 -0.2077 -0.92 1.85 -0.11
P -1.1960 -0.7326 0.8665 1.32 0.39 -0.33
Cl -2.2950 -0.3638 -0.7555 -0.72 0.15 -0.68
H 0.7682 -1.0168 -0.8096 -0.27 1.37 1.81
H 1.0970 -0.6391 0.9944 0.67 0.00 -0.60
```
Positions in Å, forces in eV/Å.